Entry 1:
DFT (wB97M-V/def2-TZVPD) results for a 21-piece molecular cluster, C17H59FN4O21S overall at a distorted geometry.

Properties
DFT total energy	-2980.07723	hartree
net charge	0
maximum force	9.24	eV/Å
molecular weight	706.7	g mol⁻¹
lowest unoccupied orbital energy	-0.02233	Ha
highest occupied orbital energy	-7.3	eV

Last column: Mulliken charge in e.
Element x y z (Å)
O1 2.233 2.298 2.113  -0.526
F1 3.055 -6.532 -0.872  -0.348
N1 1.104 -2.157 -0.551  -0.113
S1 -3.615 -2.633 -0.766  -0.388
C1 0.227 -1.193 -0.702  0.102
C2 -2.233 -0.666 -1.534  -1.802
C3 -1.249 -1.504 -0.746  0.713
C4 -1.986 -2.596 -0.289  0.410
C5 -3.500 -1.109 -1.607  1.514
C6 0.852 -6.311 -0.110  -0.892
C7 2.065 -4.297 -0.736  -0.966
C8 -0.289 -5.576 0.176  0.086
C9 2.014 -5.666 -0.607  -0.009
C10 0.934 -3.512 -0.436  0.024
C11 -0.284 -4.204 0.042  0.641
N2 -1.526 -3.634 0.448  -0.033
N3 0.668 0.113 -0.820  0.475
C12 -4.565 -0.532 -2.436  -1.509
C13 2.078 0.472 -0.934  -0.486
C14 -0.069 1.323 -0.324  -1.494
C15 2.137 3.422 0.223  0.278
C16 2.633 1.040 0.387  -0.445
C17 0.495 1.765 1.024  0.419
N4 1.857 2.125 0.956  1.208
H1 -1.921 0.175 -2.136  0.543
H2 0.840 -7.367 0.027  0.318
H3 2.977 -3.824 -0.975  0.601
H4 -1.092 -6.206 0.593  0.307
H5 -2.245 -4.312 0.678  0.078
H6 -5.436 -0.426 -1.815  0.421
H7 -4.830 -1.314 -3.211  0.178
H8 -4.253 0.417 -2.962  0.255
H9 2.668 -0.460 -1.270  -0.194
H10 2.236 1.188 -1.752  0.239
H11 0.037 2.059 -1.042  0.264
H12 -1.103 1.098 -0.116  0.827
H13 3.060 3.770 0.579  -0.305
H14 2.215 3.240 -0.836  -0.001
H15 1.381 4.177 0.512  -0.290
H16 3.673 1.375 0.268  0.645
H17 2.575 0.219 1.115  0.344
H18 -0.072 2.577 1.486  0.320
H19 0.345 0.961 1.719  -0.840
O2 -0.821 2.996 -3.434  -0.668
H20 -0.582 2.112 -3.864  0.335
H21 -1.534 2.825 -2.737  0.275
O3 -1.885 -8.752 -0.410  -0.664
H22 -0.971 -9.003 -0.056  0.327
H23 -2.553 -9.431 -0.069  0.315
O4 -4.758 1.479 -0.078  -0.624
H24 -5.654 1.331 -0.523  0.304
H25 -4.170 1.998 -0.717  0.304
O5 0.928 0.915 3.985  -0.763
H26 1.440 1.440 3.288  0.396
H27 1.559 0.242 4.400  0.268
O6 4.485 3.628 3.025  -0.772
H28 4.738 3.421 3.983  0.282
H29 3.730 3.010 2.758  0.407
O7 4.277 -1.514 2.030  -0.641
H30 4.410 -2.480 2.301  0.306
H31 4.094 -1.487 1.035  0.362
O8 5.489 4.378 0.630  -0.725
H32 5.468 3.624 -0.045  0.407
H33 4.961 4.088 1.443  0.346
O9 -1.370 -1.116 2.676  -0.644
H34 -2.121 -0.443 2.595  0.275
H35 -0.551 -0.732 2.222  0.232
O10 1.113 4.882 -2.800  -0.639
H36 2.068 4.716 -3.089  0.299
H37 0.552 4.095 -3.099  0.343
O11 0.092 5.811 1.827  -0.803
H38 -0.507 4.996 1.861  0.407
H39 -0.176 6.431 2.581  0.310
O12 1.670 4.606 3.714  -0.779
H40 2.011 3.796 3.213  0.384
H41 1.229 5.226 3.047  0.411
O13 -2.077 3.974 1.768  -0.719
H42 -2.213 3.594 2.695  0.350
H43 -2.977 4.012 1.307  0.262
O14 5.086 -2.092 -0.930  -0.658
H44 5.881 -1.472 -0.845  0.304
H45 4.408 -1.653 -1.538  0.320
O15 -3.085 -2.820 -4.413  -0.633
H46 -2.425 -3.441 -3.964  0.334
H47 -3.965 -3.311 -4.509  0.321
O16 -4.029 -5.083 1.358  -0.605
H48 -4.977 -4.755 1.220  0.292
H49 -3.935 -5.377 2.322  0.258
O17 -7.367 0.340 -3.386  -0.655
H50 -7.601 -0.390 -4.046  0.318
H51 -6.950 1.107 -3.899  0.326
O18 -3.252 -6.475 -1.128  -0.675
H52 -3.542 -5.934 -0.323  0.391
H53 -2.741 -7.283 -0.796  0.387
O19 5.088 2.587 -1.317  -0.631
H54 5.861 2.026 -1.651  0.287
H55 4.563 2.910 -2.120  0.294
O20 1.244 6.797 -0.587  -0.674
H56 1.581 5.974 -1.071  0.347
H57 0.662 6.494 0.183  0.363
O21 -1.453 2.153 3.866  -0.689
H58 -0.574 1.712 4.101  0.340
H59 -1.961 1.533 3.248  0.301

Entry 2:
DFT (wB97M-V/def2-TZVPD) results for a 13-piece molecular cluster, C17H60O13 overall at a distorted geometry.

Properties
relative energy (zero: lowest compared OMol25 entry of this formula, charge and spin)	0.8462	eV
DFT total energy	-1661.65090	hartree
net charge	0
maximum force	2.11	eV/Å
molecular weight	472.7	g mol⁻¹
lowest unoccupied orbital energy	0.00304	Ha
highest occupied orbital energy	-9.4	eV

Last column: Mulliken charge in e.
Element x y z (Å)
C1 0.827 0.321 -0.031  -0.710
O1 -0.397 -0.283 0.405  2.081
H1 0.684 1.093 -0.787  -0.218
H2 1.239 0.801 0.857  0.221
H3 1.564 -0.430 -0.317  0.352
H4 -0.146 -0.862 1.128  -0.806
C2 -3.725 -2.165 1.143  -0.601
O2 -2.413 -2.566 1.323  -0.463
H5 -4.420 -2.929 1.491  0.312
H6 -3.852 -1.306 1.801  0.133
H7 -4.052 -1.986 0.119  0.246
H8 -2.181 -2.467 2.249  0.326
C3 -3.743 1.095 -0.135  -0.419
O3 -2.728 1.139 0.869  -0.446
H9 -3.413 1.584 -1.052  0.104
H10 -4.037 0.086 -0.426  0.057
H11 -4.660 1.594 0.179  0.340
H12 -1.959 0.617 0.629  0.109
C4 0.817 2.371 -3.802  -0.278
O4 0.238 1.239 -4.465  -0.579
H13 1.096 2.017 -2.810  -0.155
H14 1.631 2.803 -4.385  0.404
H15 0.070 3.151 -3.657  0.230
H16 -0.294 0.737 -3.843  0.237
C5 4.708 0.639 -1.411  -0.357
O5 5.271 1.233 -2.576  -0.526
H17 3.645 0.857 -1.313  -0.132
H18 4.812 -0.443 -1.343  0.297
H19 5.225 1.080 -0.559  0.421
H20 6.224 1.182 -2.469  0.302
C6 -2.623 -1.519 -3.984  -1.635
C7 -1.764 -1.600 -2.712  0.463
O6 -1.163 -0.330 -2.403  0.034
H21 -2.027 -1.290 -4.868  0.334
H22 -3.441 -0.803 -3.906  0.333
H23 -3.221 -2.412 -4.169  0.434
H24 -0.982 -2.346 -2.858  0.254
H25 -2.383 -1.832 -1.846  -0.076
H26 -1.025 -0.327 -1.454  -0.254
C8 -1.929 0.030 3.911  -0.505
C9 -1.730 -1.202 4.719  -0.526
O7 -1.556 -2.355 3.881  -0.584
H27 -2.953 0.113 3.545  0.218
H28 -1.198 0.147 3.111  -0.115
H29 -1.893 0.867 4.608  0.453
H30 -2.621 -1.476 5.284  0.304
H31 -0.837 -1.068 5.328  0.399
H32 -1.012 -2.961 4.390  0.276
C10 -0.086 3.010 2.779  -0.289
C11 1.372 3.384 2.934  -0.340
O8 1.426 4.485 3.822  -0.566
H33 -0.701 3.788 2.328  0.410
H34 -0.449 2.648 3.741  0.188
H35 -0.196 2.226 2.030  -0.244
H36 1.788 3.630 1.957  0.302
H37 1.959 2.527 3.264  0.147
H38 1.035 5.248 3.391  0.339
C12 2.839 -0.720 2.824  -0.359
C13 2.113 -2.054 3.118  -0.116
O9 2.777 -3.233 2.669  -0.599
H39 3.762 -0.495 3.359  0.438
H40 2.151 0.122 2.899  -0.129
H41 3.092 -0.838 1.770  0.083
H42 1.113 -2.085 2.687  -0.109
H43 1.947 -2.231 4.181  0.465
H44 3.548 -3.323 3.233  0.308
C14 -1.022 3.331 -1.046  0.356
C15 -2.097 4.380 -0.940  -0.790
O10 -2.481 4.956 -2.134  -0.575
H45 -0.916 2.945 -0.032  -0.331
H46 -0.095 3.735 -1.453  0.567
H47 -1.355 2.542 -1.720  -0.218
H48 -1.759 5.196 -0.301  0.365
H49 -2.989 3.934 -0.502  0.264
H50 -3.140 4.349 -2.480  0.346
C16 1.811 -1.576 -3.432  -0.066
C17 2.704 -2.868 -3.605  -0.580
O11 3.636 -3.051 -2.548  -0.527
H51 2.404 -0.664 -3.367  0.207
H52 1.299 -1.589 -2.470  -0.328
H53 1.035 -1.533 -4.196  0.310
H54 3.230 -2.735 -4.551  0.378
H55 2.046 -3.702 -3.849  0.269
H56 3.098 -3.046 -1.754  0.357
O12 2.162 -2.858 0.071  -0.648
H57 1.345 -3.328 -0.100  0.367
H58 2.392 -3.097 0.969  0.257
O13 -0.439 -3.799 -0.324  -0.722
H59 -0.919 -3.037 0.001  0.214
H60 -1.120 -4.408 -0.610  0.309

Entry 3:
DFT (wB97M-V/def2-TZVPD) results for a 14-piece molecular cluster, C17H62N12O14 overall at a distorted geometry.

Properties
relative energy (zero: lowest compared OMol25 entry of this formula, charge and spin)	2.5803	eV
DFT total energy	-2395.17511	hartree
net charge	0
maximum force	10.72	eV/Å
molecular weight	658.8	g mol⁻¹
lowest unoccupied orbital energy	-0.02025	Ha
highest occupied orbital energy	-8.2	eV

Last column: Mulliken charge in e.
Element x y z (Å)
C1 0.894 -3.978 3.359  -1.131
C2 0.564 -3.647 1.942  -0.089
O1 0.048 -2.420 1.904  0.462
H1 0.064 -3.747 4.050  0.262
H2 1.764 -3.415 3.626  0.241
H3 1.259 -4.997 3.308  0.428
H4 -0.060 -4.350 1.377  0.342
H5 1.444 -3.839 1.206  0.071
H6 -0.806 -2.575 2.278  -0.566
C3 2.257 4.164 3.262  -1.268
C4 3.033 3.013 2.669  -0.178
O2 2.062 2.400 1.897  0.851
H7 2.868 4.919 3.834  0.395
H8 1.529 3.904 4.044  0.302
H9 1.847 4.740 2.434  0.218
H10 3.329 2.328 3.456  0.308
H11 3.812 3.463 2.070  0.304
H12 1.967 2.806 1.031  -0.613
C5 -3.216 -3.328 1.792  -1.234
C6 -3.202 -2.087 0.973  1.701
O3 -2.875 -1.012 1.926  -0.527
H13 -2.312 -3.629 2.367  0.128
H14 -3.468 -4.127 1.102  0.429
H15 -3.941 -3.275 2.692  0.312
H16 -4.112 -1.908 0.325  0.143
H17 -2.407 -2.244 0.269  -0.961
H18 -2.560 -0.266 1.477  0.232
C7 1.631 3.144 -1.363  0.087
O4 1.391 3.832 -0.134  -0.671
N1 1.505 1.872 -1.420  0.858
N2 2.167 3.689 -2.459  -0.401
H19 0.983 1.349 -0.606  -0.181
H20 1.305 1.422 -2.308  -0.039
H21 2.453 4.667 -2.492  0.300
H22 2.309 3.111 -3.361  0.219
C8 -0.940 0.956 3.600  0.336
O5 -2.318 1.029 3.864  -0.755
N3 -0.289 1.872 2.919  -0.214
N4 -0.217 -0.006 3.989  -0.159
H23 -0.741 2.762 2.662  -0.037
H24 0.709 1.801 3.010  -0.106
H25 -0.657 -0.928 4.113  0.246
H26 0.753 -0.123 3.681  0.158
C9 -0.771 0.226 -0.222  -0.040
O6 -1.981 0.739 -0.006  -1.215
N5 0.284 0.522 0.489  3.854
N6 -0.517 -0.615 -1.155  1.356
H27 0.156 1.195 1.310  -1.651
H28 1.026 -0.169 0.565  -0.798
H29 -1.367 -1.120 -1.483  -0.611
H30 0.395 -1.094 -1.194  -0.355
C10 4.896 2.036 -0.266  0.455
O7 6.070 1.822 0.398  -0.757
N7 3.800 1.351 -0.038  0.116
N8 4.706 2.978 -1.214  -0.222
H31 3.635 0.904 0.882  -0.351
H32 3.005 1.441 -0.689  0.434
H33 5.421 3.600 -1.521  0.208
H34 3.823 3.049 -1.711  0.217
C11 0.340 0.064 -4.402  0.493
O8 1.127 -1.061 -4.213  -0.695
N9 -0.311 0.697 -3.490  0.027
N10 0.194 0.711 -5.542  -0.422
H35 -0.473 0.177 -2.510  -0.202
H36 -1.052 1.307 -3.728  0.259
H37 0.577 0.142 -6.352  0.330
H38 -0.514 1.446 -5.736  0.206
C12 -5.389 0.333 -1.835  0.671
O9 -5.799 -0.614 -0.940  -0.682
N11 -6.105 0.905 -2.810  -0.407
N12 -4.155 0.731 -1.746  -0.383
H39 -7.115 0.713 -2.917  0.280
H40 -5.608 1.450 -3.516  0.166
H41 -3.594 0.362 -0.973  0.245
H42 -3.684 1.486 -2.270  0.176
C13 -1.782 4.041 1.116  0.173
O10 -1.746 4.345 2.517  -0.599
H43 -1.873 4.953 0.494  0.298
H44 -2.718 3.506 0.888  0.220
H45 -0.981 3.372 0.964  -0.491
H46 -2.638 4.161 2.931  0.326
C14 -1.198 -3.984 -1.058  -0.441
O11 -0.408 -5.019 -1.609  -0.538
H47 -1.949 -3.548 -1.703  0.375
H48 -0.601 -3.223 -0.687  -0.500
H49 -1.796 -4.378 -0.273  0.612
H50 -0.949 -5.758 -1.450  0.394
C15 -2.612 -1.542 -3.933  -0.933
O12 -2.791 -1.499 -2.511  -0.315
H51 -2.402 -0.568 -4.390  0.238
H52 -3.517 -1.848 -4.371  0.376
H53 -1.800 -2.264 -4.054  0.300
H54 -3.403 -0.787 -2.318  0.213
C16 2.407 -3.068 -1.363  -0.762
O13 2.065 -1.703 -1.412  -0.498
H55 1.639 -3.741 -1.066  0.255
H56 3.175 -3.109 -0.520  0.255
H57 2.809 -3.276 -2.388  0.240
H58 2.922 -1.257 -1.629  0.215
C17 3.539 -1.073 1.978  -1.445
O14 2.244 -0.749 2.207  -0.235
H59 3.889 -1.290 1.014  0.441
H60 3.815 -1.977 2.622  0.324
H61 4.123 -0.239 2.360  0.569
H62 1.688 -1.536 2.087  0.029

Entry 4:
DFT (wB97M-V/def2-TZVPD) results for a 17-piece molecular cluster, C17H68O17 overall at a distorted geometry.

Properties
relative energy (zero: lowest compared OMol25 entry of this formula, charge and spin)	0.0000	eV
DFT total energy	-1967.30663	hartree
net charge	0
maximum force	3.26	eV/Å
molecular weight	544.7	g mol⁻¹
lowest unoccupied orbital energy	0.02500	Ha
highest occupied orbital energy	-9.7	eV

Last column: Mulliken charge in e.
Element x y z (Å)
C1 -3.626 -3.848 2.404  -0.870
O1 -2.810 -2.663 2.377  -0.413
H1 -3.317 -4.682 1.749  0.293
H2 -3.437 -4.294 3.415  0.278
H3 -4.632 -3.661 2.205  0.347
H4 -2.940 -2.186 1.549  0.166
C2 1.571 0.665 -4.448  -0.629
O2 1.671 0.022 -3.145  -0.395
H5 2.256 0.196 -5.218  0.316
H6 0.525 0.475 -4.726  0.148
H7 1.729 1.744 -4.334  0.257
H8 1.166 0.553 -2.513  0.163
C3 2.887 0.198 0.966  -0.747
O3 3.180 1.513 0.422  -0.213
H9 1.864 -0.130 0.754  -0.142
H10 3.659 -0.439 0.528  0.404
H11 3.114 0.199 1.985  0.477
H12 2.946 2.131 1.161  0.167
C4 -4.571 0.220 0.521  -0.588
O4 -4.304 -1.064 0.016  -0.417
H13 -4.028 0.325 1.493  0.176
H14 -4.249 1.010 -0.130  0.234
H15 -5.626 0.352 0.737  0.319
H16 -4.314 -1.029 -0.945  0.265
C5 -4.717 0.658 -3.828  -0.737
O5 -4.078 -0.143 -2.832  -0.243
H17 -4.459 1.757 -3.723  0.237
H18 -4.400 0.319 -4.896  0.211
H19 -5.812 0.422 -3.739  0.263
H20 -3.222 -0.423 -3.185  0.404
C6 3.665 4.292 -1.273  -0.595
O6 2.758 3.283 -1.677  -0.284
H21 3.264 5.241 -1.625  0.292
H22 3.802 4.324 -0.163  0.048
H23 4.713 4.228 -1.626  0.278
H24 3.265 2.467 -1.619  0.222
C7 4.120 3.179 3.116  -0.720
O7 2.765 3.049 2.643  -0.398
H25 4.377 2.295 3.712  0.274
H26 4.761 3.286 2.188  0.242
H27 4.303 4.104 3.706  0.246
H28 2.344 2.478 3.365  0.528
C8 0.529 -3.896 2.411  -0.747
O8 0.113 -2.576 2.754  -0.493
H29 -0.158 -4.667 2.736  0.314
H30 0.527 -4.036 1.302  0.123
H31 1.569 -3.946 2.728  0.340
H32 -0.862 -2.513 2.665  0.237
C9 -1.578 -1.921 -5.381  -0.808
O9 -2.267 -1.467 -4.211  -0.424
H33 -0.768 -2.648 -5.136  0.257
H34 -2.322 -2.381 -6.064  0.299
H35 -1.093 -1.058 -5.843  0.259
H36 -2.586 -2.244 -3.736  0.356
C10 1.539 -1.947 5.693  -0.918
O10 1.213 -0.989 4.684  -0.325
H37 1.450 -2.923 5.308  0.306
H38 2.553 -1.760 6.050  0.303
H39 0.886 -1.876 6.537  0.311
H40 0.703 -1.386 4.016  0.462
C11 4.706 0.116 -3.616  -0.621
O11 4.401 0.374 -2.316  -0.448
H41 4.863 1.037 -4.209  0.258
H42 5.671 -0.425 -3.640  0.289
H43 3.960 -0.462 -4.237  0.147
H44 3.412 0.344 -2.324  0.318
C12 -0.807 0.101 1.918  -0.803
O12 -0.968 -0.184 0.548  0.439
H45 -1.338 -0.615 2.441  0.665
H46 0.270 0.117 2.195  -0.065
H47 -1.232 1.096 2.206  0.117
H48 -0.542 0.530 0.039  0.035
C13 -0.462 4.095 2.031  -0.134
O13 0.680 4.951 1.773  -0.548
H49 -1.334 4.688 1.648  0.311
H50 -0.426 3.190 1.526  -0.268
H51 -0.678 3.849 3.085  0.279
H52 1.485 4.462 2.033  0.379
C14 -0.032 -2.444 -1.773  -0.876
O14 -1.277 -2.567 -1.021  -0.425
H53 0.849 -2.803 -1.216  0.271
H54 -0.109 -2.936 -2.727  0.352
H55 0.106 -1.411 -1.972  0.301
H56 -1.298 -1.716 -0.533  0.207
C15 -4.167 -3.989 -3.058  -0.651
O15 -2.788 -3.728 -3.049  -0.571
H57 -4.381 -4.714 -2.257  0.326
H58 -4.859 -3.140 -2.958  0.240
H59 -4.425 -4.530 -3.966  0.277
H60 -2.475 -3.318 -2.198  0.381
C16 1.448 1.718 5.997  -0.844
O16 2.147 1.497 4.760  -0.572
H61 2.126 1.689 6.821  0.298
H62 0.819 2.585 6.030  0.294
H63 0.730 0.926 6.152  0.273
H64 1.880 0.596 4.405  0.527
C17 -0.541 2.588 -1.993  -0.958
O17 0.184 1.800 -1.042  0.244
H65 -1.114 3.339 -1.494  0.270
H66 0.162 2.875 -2.749  0.222
H67 -1.190 1.921 -2.486  0.347
H68 0.930 2.306 -0.657  0.003